Entry 1:
{
  "formula": "C5H8N2O",
  "method": "wB97M-V/def2-TZVPD",
  "total_charge": 0,
  "e_tot_ev": -10336.113,
  "homo_lumo_gap_ev": 7.9,
  "lumo_ev": 0.0,
  "smiles": "C[C@H]1N=CC=C1NO",
  "de_lowest_kj_mol": 638.0,
  "e_homo_ha": -0.2908,
  "elements": ["H", "H", "C", "N", "C", "H", "C", "C", "H", "N", "H", "C", "H", "O", "H", "H"],
  "positions_angstrom": [[2.237, -0.782, -1.495], [0.996, -2.069, -1.087], [-0.474, 0.011, -0.046], [1.688, 0.548, 0.828], [-0.012, 1.260, -0.537], [2.491, -2.073, 0.274], [1.275, 1.516, -0.098], [0.794, -0.752, 0.470], [1.802, 2.486, -0.131], [-1.730, -0.728, -0.130], [-1.453, -1.555, 0.315], [1.745, -1.429, -0.567], [0.653, -1.491, 1.436], [-2.850, 0.114, 0.063], [-0.748, 1.831, -1.061], [-2.856, 0.367, 1.024]],
  "atomic_forces_ev_per_a": [[-1.057, -1.396, 3.192], [1.125, -0.582, 0.185], [1.457, -0.575, -1.580], [-0.497, 1.273, -3.722], [-4.467, -3.265, 0.081], [-1.718, 1.830, -3.471], [2.194, -2.581, 5.519], [0.385, 3.286, 2.022], [-0.161, -0.807, -0.195], [3.430, 4.330, -1.906], [-1.773, -1.685, 1.747], [0.456, -1.313, 0.536], [0.204, 2.057, -2.442], [0.149, -1.161, 1.421], [0.203, 0.815, -0.359], [0.072, -0.226, -1.028]],
  "lowdin_charge": [0.135, 0.048, -0.170, 0.024, -0.068, 0.150, -0.170, -0.329, 0.108, -0.044, 0.091, -0.116, 0.171, -0.041, 0.092, 0.121]
}

---

Entry 2:
{
  "formula": "C5H12N2O2",
  "method": "wB97M-V/def2-TZVPD",
  "total_charge": 0,
  "e_tot_ev": -12454.496,
  "homo_lumo_gap_ev": 8.8,
  "lumo_ev": 0.5,
  "smiles": "[H]/N=C\\NC.COC(C)=O",
  "de_lowest_kj_mol": 143.4,
  "e_homo_ha": -0.3059,
  "elements": ["H", "C", "O", "C", "H", "O", "H", "H", "H", "N", "H", "H", "H", "C", "C", "H", "H", "N", "C", "H", "H"],
  "positions_angstrom": [[0.354, 0.224, -2.887], [1.197, -0.181, -2.330], [0.981, -1.174, 1.006], [2.918, -1.255, -0.390], [3.429, -0.339, -0.679], [0.695, -0.470, -1.042], [-0.628, 1.781, 2.644], [2.997, -1.970, -1.207], [1.561, -1.082, -2.830], [-2.398, 2.522, 2.061], [1.995, 0.564, -2.293], [-2.253, -0.879, -0.032], [3.392, -1.667, 0.496], [-2.556, 0.033, 0.476], [1.474, -0.972, -0.074], [-3.489, -0.158, 1.016], [-3.215, 2.323, 1.489], [-1.505, 0.435, 1.379], [-1.516, 1.615, 2.041], [-0.689, -0.157, 1.431], [-2.745, 0.806, -0.276]],
  "atomic_forces_ev_per_a": [[0.105, -0.030, 0.012], [0.221, 0.073, -0.395], [0.064, -0.053, 0.040], [-0.078, -0.009, 0.086], [0.046, 0.021, -0.072], [-0.344, -0.025, 0.279], [0.172, -0.101, 0.031], [0.040, 0.005, -0.078], [-0.036, 0.053, 0.016], [-0.622, 0.728, 0.027], [-0.058, -0.025, -0.013], [0.010, -0.016, -0.003], [-0.054, 0.020, -0.017], [-0.040, 0.205, 0.174], [0.135, -0.077, 0.146], [-0.005, 0.002, -0.092], [0.076, -0.172, -0.045], [0.027, -0.302, -0.147], [0.352, -0.369, 0.055], [0.013, 0.121, 0.003], [-0.025, -0.049, -0.007]],
  "lowdin_charge": [0.099, -0.063, 0.093, 0.016, 0.091, -0.035, 0.108, 0.090, 0.095, 0.056, 0.096, 0.077, 0.093, -0.106, -0.525, 0.081, 0.014, -0.059, -0.372, 0.070, 0.080]
}

---

Entry 3:
{
  "formula": "C34H59ClN2O2PrSi",
  "method": "wB97M-V/def2-TZVPD",
  "total_charge": 1,
  "e_tot_ev": -77751.704,
  "homo_lumo_gap_ev": [7.5, 7.7],
  "spin_multiplicity": 3,
  "lumo_ev": [-1.8, -1.8],
  "e_homo_ha": [-0.3450, -0.3494],
  "elements": ["C", "H", "H", "C", "C", "H", "C", "H", "H", "H", "H", "H", "H", "C", "H", "H", "N", "H", "C", "H", "H", "C", "H", "C", "C", "C", "H", "H", "C", "C", "C", "H", "H", "H", "C", "C", "H", "H", "H", "H", "C", "H", "H", "H", "H", "H", "C", "H", "H", "H", "H", "H", "H", "H", "N", "C", "H", "C", "H", "C", "H", "O", "C", "C", "H", "H", "H", "Cl", "H", "C", "C", "H", "H", "O", "H", "Si", "H", "H", "H", "C", "C", "H", "C", "H", "C", "Pr", "H", "C", "C", "C", "C", "H", "H", "H", "H", "H", "C", "H", "C", "H"],
  "positions_angstrom": [[-0.563, -1.145, 3.827], [-4.915, -0.616, -1.535], [-3.359, 3.532, 0.080], [-2.958, -2.113, -0.946], [3.200, 0.888, -0.791], [-0.725, 1.363, -0.503], [3.791, -1.564, -0.971], [-3.418, -1.285, -4.190], [5.388, 1.833, 0.550], [3.019, -1.852, -0.251], [4.772, -1.648, -0.479], [4.812, -0.490, 3.144], [-1.459, -1.556, -4.194], [-1.171, 0.901, 0.447], [0.449, 0.558, -2.992], [-4.628, -0.511, 0.609], [1.555, -0.822, 2.634], [-0.543, 0.989, 4.356], [-2.471, 2.095, 2.656], [-2.941, -2.015, 0.148], [-1.745, 2.664, -2.108], [-0.444, -0.072, -3.059], [1.748, 3.574, -0.489], [-1.897, -3.025, -1.503], [2.788, -1.089, 3.064], [3.686, 1.189, -3.552], [5.830, 0.127, 0.401], [-4.834, 0.276, 2.158], [3.877, -0.335, 2.607], [3.805, -0.063, -2.937], [0.775, 3.419, 2.421], [-0.983, -0.206, 0.319], [-4.535, -2.347, -3.234], [-3.351, 2.678, 2.942], [3.959, 0.446, 1.439], [5.361, 0.873, 1.048], [2.186, -3.224, 1.521], [2.374, -2.042, 4.961], [-0.882, -2.686, -1.268], [-3.954, -2.428, -1.238], [2.987, -2.183, 4.082], [-0.429, -0.713, -2.194], [-2.362, 2.485, -3.737], [3.325, 4.251, -0.922], [-4.073, 0.623, -2.517], [-4.859, 2.628, 0.309], [2.829, 3.348, -0.545], [2.778, -3.160, 3.638], [-2.058, -3.983, -1.004], [0.330, -1.475, -4.443], [5.982, 0.952, 1.958], [-1.640, 2.796, 2.625], [0.938, -4.318, 0.888], [0.604, 2.698, -2.980], [2.944, 0.723, 0.609], [-1.516, 2.215, -3.074], [1.089, 4.093, 1.634], [-4.172, -0.430, -2.285], [3.307, 3.288, -3.216], [-1.774, -1.800, 3.893], [4.048, -2.184, 4.388], [-1.622, 0.769, -2.892], [3.133, 2.157, -1.392], [-0.217, 0.000, 4.740], [-2.525, -1.434, 4.623], [3.180, 3.204, 0.487], [3.793, -2.307, -1.800], [2.185, 2.801, 3.293], [4.082, -0.935, -3.511], [-4.278, -1.312, -3.487], [-4.070, -0.097, 1.452], [-5.167, -0.916, -3.995], [-3.556, -0.935, 1.949], [-2.973, -0.805, -1.542], [-2.217, -0.269, -2.000], [-2.897, 1.290, 1.018], [-1.268, -4.293, 1.639], [-3.039, -3.400, 3.146], [1.143, -2.720, 0.178], [3.610, -0.219, -1.560], [-1.083, -3.380, 2.231], [0.001, 2.279, -4.632], [-0.244, 2.759, -3.657], [-0.379, 3.838, -3.867], [0.140, -2.766, 2.106], [0.693, 1.087, 1.529], [0.866, 0.079, 4.915], [1.162, -3.270, 1.137], [0.404, -1.597, 2.874], [-2.061, -2.893, 3.087], [3.381, 2.305, -2.766], [-0.732, -0.272, -5.217], [-0.709, -0.134, 5.699], [-2.300, 1.377, 3.463], [-2.030, -3.184, -2.568], [-3.843, 2.280, -1.080], [-0.586, -0.891, -4.313], [3.894, 1.292, -4.615], [-3.815, 2.536, -0.015], [0.069, 3.849, 3.146]],
  "atomic_forces_ev_per_a": [[1.390, -0.018, -0.995], [-0.949, 0.255, -0.070], [-0.074, -0.239, -0.086], [-0.301, -0.608, 0.171], [0.942, 0.290, 0.175], [-0.813, -0.305, 0.803], [0.365, -1.193, -0.311], [-0.614, 0.197, 0.647], [-0.150, 0.194, -0.238], [0.194, 0.246, -0.052], [-0.288, -0.049, 0.037], [-0.206, 0.101, -0.185], [0.528, 0.100, -0.254], [-2.444, -1.334, -3.373], [-0.020, -0.299, -0.266], [0.012, 0.045, -0.003], [0.518, -0.481, 0.187], [0.146, -0.434, 0.156], [-1.017, 0.278, 0.304], [0.300, 0.184, -0.435], [0.183, 0.002, 0.096], [-0.049, 1.143, -0.331], [0.291, -0.071, -0.075], [-0.163, -0.039, 0.424], [-1.146, 0.352, -0.120], [0.113, -0.065, 0.502], [-0.044, 0.075, -0.032], [0.363, -0.015, -0.211], [0.207, 0.036, 0.279], [-0.115, 0.752, 0.229], [-1.247, -0.131, -0.266], [-0.246, 0.392, -0.032], [0.253, 0.185, -0.040], [-0.036, 0.064, 0.317], [0.064, -0.273, -0.724], [0.284, -0.254, 0.747], [-0.208, 0.040, -0.094], [-0.295, 0.023, 0.129], [-0.200, -0.066, -0.080], [-0.011, -0.772, 0.361], [1.269, 0.068, -0.312], [0.223, -0.365, 0.460], [0.368, -0.247, 0.230], [-0.172, -0.170, -0.049], [0.006, 0.019, 0.077], [0.151, -0.010, 0.051], [-0.085, 0.607, 0.500], [-0.129, 0.066, 0.119], [0.197, -0.048, -0.048], [-0.221, -0.149, -0.089], [-0.246, -0.074, -0.415], [0.044, -0.070, -0.169], [0.143, 0.229, 0.072], [0.130, -0.185, -0.015], [-0.014, -0.528, -0.153], [-1.217, 0.175, -0.061], [0.163, 0.525, 0.283], [0.616, -0.833, 0.095], [0.097, 0.030, 0.024], [-1.167, 0.088, 0.631], [-0.524, -0.103, -0.025], [0.749, -0.332, -0.272], [-0.084, -0.189, -0.373], [0.239, 0.472, -0.054], [0.484, -0.327, -0.543], [-0.134, 0.028, -0.264], [0.004, 0.323, 0.636], [0.811, -0.050, 0.603], [0.045, -0.039, -0.144], [-1.020, 0.103, -0.895], [-0.250, -0.569, 0.200], [0.207, -0.259, -0.360], [-0.139, 0.290, -0.073], [0.803, 1.733, -0.249], [-0.143, 0.194, 0.603], [0.884, 0.501, 0.582], [0.017, 0.493, 0.333], [0.612, 0.332, 0.055], [0.012, -0.040, 0.421], [-0.664, 0.584, -0.560], [-0.660, -0.829, -0.351], [-0.039, 0.267, 0.682], [0.324, 0.170, -0.784], [-0.145, -0.538, 0.129], [0.648, 1.275, 0.333], [3.324, 0.786, 2.029], [-0.360, -0.108, -0.055], [0.029, -0.489, -0.549], [-0.526, -0.656, 0.553], [-0.412, -0.263, 0.142], [-0.202, -0.781, 0.128], [0.072, -0.209, 0.489], [-0.080, 0.066, 0.127], [-0.048, -0.031, -0.116], [0.138, 0.052, -0.155], [0.037, 0.069, 0.074], [0.104, 0.054, -0.324], [-0.114, 0.028, 0.185], [-0.190, 0.409, -0.326], [0.518, 0.147, -0.349]],
  "lowdin_charge": [-0.205, 0.123, 0.049, -0.170, -0.207, 0.038, -0.033, 0.086, 0.083, 0.051, 0.090, 0.107, 0.052, -0.441, 0.113, 0.012, -0.080, 0.070, -0.166, 0.109, 0.100, -0.228, 0.079, -0.023, -0.320, -0.073, 0.087, 0.059, -0.031, -0.047, -0.690, 0.022, 0.094, 0.047, -0.338, 0.001, 0.073, 0.087, 0.075, 0.123, 0.006, 0.089, 0.133, 0.096, 0.123, 0.045, -0.038, 0.086, 0.097, 0.094, 0.094, 0.001, 0.092, 0.055, -0.060, -0.207, -0.026, -0.150, 0.112, -0.060, 0.092, -0.228, -0.225, -0.020, 0.135, 0.068, 0.094, 0.574, 0.105, -0.035, -0.157, 0.104, 0.014, -0.125, 0.106, 0.429, 0.119, 0.119, 0.070, -0.222, -0.068, 0.103, -0.063, 0.105, -0.212, 0.865, 0.087, -0.032, -0.220, -0.091, -0.057, 0.099, 0.094, 0.027, 0.081, 0.003, -0.036, 0.104, -0.165, 0.001]
}

---

Entry 4:
{
  "formula": "C3H4N2O",
  "method": "wB97M-V/def2-TZVPD",
  "total_charge": 0,
  "e_tot_ev": -8202.676,
  "homo_lumo_gap_ev": 10.0,
  "lumo_ev": 0.6,
  "smiles": "O=C1CNC=N1",
  "de_lowest_kj_mol": 116.7,
  "e_homo_ha": -0.3463,
  "elements": ["C", "H", "H", "C", "H", "N", "H", "C", "O", "N"],
  "positions_angstrom": [[0.229, -0.900, -0.132], [-1.944, -0.593, -0.231], [0.154, -1.887, 0.320], [1.155, 0.189, 0.362], [-1.575, 1.841, 0.087], [-1.020, -0.183, -0.288], [0.958, -0.973, -0.961], [-0.770, 1.103, 0.094], [2.364, 0.001, 0.334], [0.449, 1.401, 0.415]],
  "atomic_forces_ev_per_a": [[0.312, -0.118, -0.105], [0.402, 0.071, -0.118], [0.070, 0.331, 0.377], [1.816, -0.129, 0.028], [0.198, -0.261, 0.042], [0.206, 0.112, -0.248], [-1.674, -0.758, -1.101], [-0.109, -0.045, -0.036], [-1.137, 0.893, 0.894], [-0.084, -0.097, 0.266]],
  "lowdin_charge": [-0.094, 0.139, 0.132, -0.480, 0.132, 0.033, 0.143, -0.178, 0.042, 0.131]
}

---

Entry 5:
{
  "formula": "C16H12O6",
  "method": "wB97M-V/def2-TZVPD",
  "total_charge": 0,
  "e_tot_ev": -29068.706,
  "homo_lumo_gap_ev": 7.3,
  "lumo_ev": -1.2,
  "smiles": "O=C1C=C2C[C@]3(O)COc4c(ccc(O)c4O)C3=C2CC1=O",
  "de_lowest_kj_mol": 139.1,
  "e_homo_ha": -0.3119,
  "elements": ["H", "O", "C", "H", "C", "C", "H", "O", "O", "O", "C", "O", "C", "H", "C", "C", "H", "H", "H", "H", "O", "C", "H", "C", "C", "C", "C", "C", "H", "H", "C", "C", "H", "C"],
  "positions_angstrom": [[2.369, 1.812, 2.086], [-1.210, -1.228, 2.038], [3.966, 0.727, -1.727], [-1.741, 1.282, -1.894], [2.773, 0.651, -2.619], [1.204, 0.795, -0.518], [-2.653, -2.850, 1.587], [-3.430, -2.502, 1.153], [-4.905, -1.450, -0.874], [2.846, 0.484, -3.842], [-1.827, -0.779, 0.847], [5.122, 0.636, -2.079], [2.083, 0.787, 1.673], [0.570, -1.760, 1.411], [1.340, 0.679, -2.064], [-3.666, -0.894, -0.586], [-1.043, 1.388, 2.394], [4.650, 0.729, 0.280], [-5.161, -2.096, -0.156], [-3.791, 0.416, -2.280], [-0.108, 1.271, 2.710], [-1.177, 0.212, 0.031], [2.583, 0.001, 2.239], [-3.030, -1.324, 0.487], [3.711, 0.761, -0.342], [2.441, 0.852, 0.287], [0.564, 0.482, 1.775], [0.189, -0.967, 2.062], [0.547, -1.057, 3.047], [0.702, -0.126, -2.506], [-1.974, 0.657, -1.066], [-3.145, 0.071, -1.431], [1.035, 1.688, -2.458], [0.164, 0.653, 0.336]],
  "atomic_forces_ev_per_a": [[-0.716, -1.375, 0.153], [-1.185, 0.745, -1.234], [0.836, -0.204, 0.339], [1.506, 1.208, 0.237], [-1.523, -1.263, -3.562], [0.878, -0.234, -0.442], [0.302, -0.076, 0.388], [-0.775, 1.385, -0.784], [0.334, -0.504, 0.822], [0.474, 0.480, 2.442], [2.751, 1.725, 0.649], [0.082, 0.109, -1.260], [-0.046, 0.833, 3.119], [0.900, 0.551, -0.048], [-0.434, 1.520, 1.364], [-3.687, -0.345, -2.350], [1.168, -0.151, 0.523], [-1.191, -0.012, -0.597], [0.622, 0.959, -1.084], [0.976, -0.393, 0.843], [-1.180, 0.710, -0.300], [-2.512, -0.194, -0.520], [0.653, 0.258, -0.019], [1.968, -2.817, 3.181], [-1.978, 0.599, 4.544], [2.128, -1.039, -4.473], [0.298, 0.449, -2.116], [0.325, -0.683, -0.415], [0.049, -0.955, 1.521], [0.608, 0.747, 0.283], [0.848, -0.864, -0.661], [-2.029, 0.033, 0.298], [-0.296, -0.976, 0.079], [-0.155, -0.227, -0.921]],
  "lowdin_charge": [0.177, -0.012, -0.388, 0.108, -0.274, -0.064, 0.100, 0.073, 0.063, 0.104, -0.094, 0.117, -0.037, 0.163, -0.010, -0.261, 0.137, 0.145, 0.133, 0.150, 0.047, -0.063, 0.140, -0.184, 0.055, -0.130, -0.438, -0.085, 0.127, 0.146, -0.015, -0.010, 0.149, -0.068]
}

---

no.,molar mass (g/mol)
1,112.1
2,132.2
3,732.3
4,84.1
5,300.3